Entry 1:
97
Properties=species:S:1:pos:R:3:nbo_charge:R:1 method="wB97M-V/def2-TZVPD" gap_ev=4.05 largest_force_ev_per_a=2.83 total_charge=+2
Ti 0.05157 0.44102 0.57166 1.675
I 1.46367 1.32772 -9.33784 0.209
C 1.19127 0.93972 -7.27454 -0.133
C 1.40317 -0.34008 -6.78324 -0.219
C 1.19427 -0.59288 -5.44024 -0.207
C 0.77557 0.42402 -4.58924 -0.120
C 0.58407 1.70942 -5.08754 -0.196
C 0.78887 1.96552 -6.43104 -0.218
C 0.47897 0.15692 -3.15874 0.201
C 1.49787 0.40572 -2.22124 0.118
C 2.81227 0.78082 -2.65364 -0.191
C 3.64657 0.61162 -1.59894 -0.194
C 2.84337 0.18532 -0.49054 0.100
C 3.35577 -0.23098 0.75306 0.228
C 4.81027 -0.39418 0.89416 -0.156
C 5.31237 -1.65338 1.24016 -0.118
C 6.67157 -1.86998 1.33736 -0.258
C 7.55717 -0.82548 1.09806 -0.113
I 9.63637 -1.15178 1.23166 0.229
C 7.07427 0.43612 0.77106 -0.237
C 5.71357 0.64692 0.66936 -0.176
C 2.55777 -0.56358 1.86156 0.100
N 1.19257 -0.51868 1.87906 -0.576
C 0.81527 -0.78278 3.17056 0.130
C -0.50353 -0.92438 3.61436 0.211
C -0.74493 -1.21968 5.04816 -0.159
C -0.64653 -2.53328 5.50416 -0.188
C -0.91303 -2.84128 6.82546 -0.234
C -1.27683 -1.82988 7.70356 -0.124
I -1.73813 -2.30338 9.71426 0.209
C -1.36043 -0.51598 7.26706 -0.248
C -1.10013 -0.21478 5.94186 -0.136
C -1.58603 -1.00288 2.73386 0.076
C -2.88753 -1.47158 3.11186 -0.156
C -3.53033 -1.77368 1.95576 -0.224
C -2.63343 -1.46898 0.87446 0.174
N -1.46963 -0.94728 1.36636 -0.552
C -2.95533 -1.87918 -0.45264 0.145
C -2.32983 -1.48078 -1.62384 0.075
C -2.40923 -2.00388 -2.94404 -0.190
C -1.48253 -1.37008 -3.72334 -0.183
C -0.74023 -0.47268 -2.90044 0.065
N -1.34843 -0.49368 -1.65624 -0.088
C -3.96143 -2.94768 -0.58084 -0.039
C -5.08273 -2.81998 -1.40094 -0.212
C -5.98153 -3.86138 -1.53134 -0.227
C -5.74533 -5.06448 -0.87624 -0.124
I -7.09603 -6.67168 -1.10054 0.225
C -4.62313 -5.21468 -0.06984 -0.228
C -3.75363 -4.15558 0.09136 -0.204
C 1.97277 -0.98388 3.98836 -0.193
C 3.05457 -0.86428 3.17606 -0.176
N 1.53097 0.08392 -0.87664 -0.541
H 1.72127 -1.13088 -7.44454 0.244
H 1.36437 -1.58188 -5.04334 0.226
H 0.27157 2.50302 -4.42324 0.226
H 0.62837 2.95632 -6.82604 0.241
H 3.08337 1.09332 -3.64234 0.259
H 4.70837 0.74732 -1.59904 0.256
H 4.62857 -2.47668 1.38916 0.218
H 7.04047 -2.85108 1.59166 0.244
H 7.75417 1.25652 0.60156 0.245
H 5.34607 1.63952 0.45616 0.226
H -0.37243 -3.31768 4.81456 0.223
H -0.85303 -3.86468 7.16356 0.244
H -1.63893 0.26762 7.95406 0.244
H -1.17013 0.80762 5.60426 0.218
H -3.23563 -1.59888 4.11786 0.260
H -4.52243 -2.16358 1.84016 0.258
H -3.06633 -2.79488 -3.24434 0.265
H -1.27723 -1.56968 -4.75654 0.266
H -5.27313 -1.89138 -1.91524 0.229
H -6.86073 -3.74248 -2.14614 0.245
H -4.42133 -6.15448 0.42276 0.244
H -2.87223 -4.27828 0.70266 0.224
H 1.94937 -1.19668 5.03886 0.260
H 4.08937 -0.93538 3.44746 0.259
C -0.69503 7.03072 -2.61084 -0.637
C -1.19573 5.91422 -1.75964 -0.031
C -2.53413 5.80562 -1.38004 -0.146
C -2.93943 4.79712 -0.51944 -0.251
C -1.95773 3.94022 -0.06144 0.168
Br -2.39783 2.52882 1.20046 0.094
N -0.69863 3.99792 -0.41924 -0.464
C -0.32323 4.95182 -1.25594 0.051
H -0.53933 7.91182 -1.98634 0.243
H -1.41523 7.30312 -3.37914 0.234
H 0.25507 6.77622 -3.07564 0.225
H -3.26623 6.50842 -1.74774 0.237
H -3.96453 4.69392 -0.20584 0.246
H 0.72557 4.95932 -1.52014 0.198
O -0.50053 1.41512 -0.90814 -0.421
N -1.36033 0.46332 -0.74954 0.052
C 0.83407 2.11892 1.55966 -1.003
H 0.32077 2.28822 2.51186 0.245
H 0.63427 2.94782 0.86886 0.285
H 1.90977 2.06502 1.74296 0.222

=====

Entry 2:
69
Properties=species:S:1:pos:R:3:nbo_charge:R:1 method="wB97M-V/def2-TZVPD" gap_ev=6.38 relative_energy_kcal_mol=15.2 largest_force_ev_per_a=1.65 total_charge=+1
Os -0.43920 -0.68606 -0.36276 1.169
C -3.31435 -0.75354 2.21990 -1.162
Si -1.61471 -0.71794 2.88185 1.827
C -1.43696 -2.22369 3.89937 -1.163
C -1.40489 0.89926 3.70524 -1.161
N -0.29186 -0.80689 1.55427 -0.795
C 1.01645 -1.08336 2.04629 0.092
C 1.37910 -0.87930 3.38964 -0.218
C 2.64948 -1.18562 3.83271 -0.194
C 3.59749 -1.70608 2.94975 -0.171
C 3.28446 -1.89005 1.61029 -0.253
C 2.01955 -1.55877 1.21467 0.344
F 1.69557 -1.63178 -0.09887 -0.312
H -3.97614 -0.60877 3.08199 0.276
H -3.57621 -1.72273 1.78290 0.241
H -3.52041 0.06014 1.52459 0.233
H -2.22865 -2.24535 4.65734 0.261
H -0.47853 -2.34416 4.40666 0.257
H -1.57470 -3.09155 3.24195 0.257
H -2.32372 1.14099 4.25299 0.258
H -1.25645 1.66569 2.93479 0.262
H -0.57217 0.96527 4.41177 0.247
H 0.65815 -0.46137 4.08149 0.227
H 2.90659 -1.01968 4.87076 0.234
H 4.58999 -1.95323 3.30431 0.236
H 3.99754 -2.26249 0.88601 0.250
N 0.07331 -0.57504 -2.46470 -0.771
C -0.82222 -0.87758 -3.60557 -0.224
C -1.98952 0.10101 -3.54058 -0.426
C -3.28416 -0.59624 -3.19255 -0.414
C -3.13886 -1.45848 -1.95378 -0.234
N -2.50895 -0.79228 -0.76387 -0.701
H 0.43619 0.36686 -2.57692 0.415
H 0.87769 -1.19675 -2.48703 0.397
H -1.12078 -1.91675 -3.49252 0.210
H -0.29231 -0.80264 -4.55289 0.213
H -2.08098 0.67281 -4.46424 0.235
H -1.77716 0.83138 -2.76157 0.219
H -3.62365 -1.24362 -4.00387 0.233
H -4.07087 0.15179 -3.04967 0.216
H -2.54598 -2.34697 -2.13986 0.231
H -4.12837 -1.79537 -1.65142 0.216
H -2.63122 -1.43541 -0.00014 0.415
H -3.03872 0.03404 -0.51683 0.394
C 3.02254 1.61346 -2.51022 -0.417
N 3.28600 2.02770 -1.14966 -0.432
C 4.62958 1.68914 -0.71905 -0.407
C 2.28341 1.56725 -0.21114 -0.241
C 0.92221 2.17700 -0.45556 -0.051
C 0.88044 3.56429 -0.60030 -0.197
C -0.30701 4.24357 -0.80491 -0.183
C -1.49824 3.52670 -0.85171 -0.238
C -1.45773 2.15271 -0.70887 -0.161
C -0.26186 1.41236 -0.50977 -0.305
H 3.81584 1.96697 -3.16848 0.222
H 2.08216 2.04356 -2.86907 0.198
H 2.96700 0.50712 -2.61923 0.145
H 5.35516 2.10696 -1.41513 0.212
H 4.80668 0.59865 -0.65981 0.159
H 4.81840 2.11603 0.26692 0.206
H 2.62559 1.83356 0.79278 0.220
H 2.19467 0.47413 -0.23585 0.154
H 1.81771 4.10855 -0.56122 0.235
H -0.30677 5.32068 -0.92106 0.226
H -2.44338 4.03680 -0.99544 0.223
H -2.40240 1.63541 -0.72958 0.156
S 0.07422 -5.28032 -1.45300 -0.040
C -0.34550 -3.78906 -1.11398 0.192
N -0.67758 -2.67297 -0.85852 -0.744

=====

Entry 3:
19
Properties=species:S:1:pos:R:3:nbo_charge:R:1 method="wB97M-V/def2-TZVPD" gap_ev=8.97 relative_energy_kcal_mol=85.1 largest_force_ev_per_a=6.88 total_charge=+1
C -2.29150 0.14689 -1.37502 -0.358
C -1.65493 0.16771 -0.23873 -0.083
N -0.66885 -0.69805 0.17545 -0.566
S -0.73278 -2.35465 -0.43917 0.219
C 0.87129 -0.26985 0.43939 0.633
C 1.64217 -1.37490 0.93700 -0.730
N 1.34262 0.90122 0.34627 -0.478
C 0.58154 2.06093 -0.14594 -0.438
H -3.13454 0.84814 -1.56425 0.232
H -1.99445 -0.36241 -2.22792 0.213
H -1.82671 0.98049 0.42377 0.206
H -1.28026 -2.90891 0.67434 0.142
H 1.19323 -2.04034 1.57635 0.287
H 1.89886 -2.14993 0.16301 0.304
H 2.56303 -0.97074 1.30312 0.237
H 2.36974 0.91613 0.48032 0.446
H -0.11421 2.51480 0.57364 0.237
H -0.09425 1.73319 -0.83519 0.245
H 1.33001 2.86027 -0.26645 0.253

=====

Entry 4:
18
Properties=species:S:1:pos:R:3:nbo_charge:R:1 method="wB97M-V/def2-TZVPD" gap_ev=9.55 relative_energy_kcal_mol=43.3 largest_force_ev_per_a=4.12 total_charge=+1
C 0.36157 -0.36349 0.01584 -0.122
C -0.88086 -0.14130 -0.42306 0.459
C 1.28365 0.77910 0.55830 0.646
C -1.79217 -1.24261 -0.74958 -0.691
C 0.88448 2.15696 0.59598 -0.741
N 1.00037 -1.64481 0.09243 -0.863
O 2.38552 0.40621 1.07450 -0.554
O -1.34365 1.08822 -0.63467 -0.639
H -1.07847 -2.12483 -0.71597 0.244
H -2.39818 -1.05945 -1.62242 0.255
H -2.29196 -1.26355 0.27761 0.270
H -0.12658 2.23538 1.11500 0.298
H 0.64460 2.28365 -0.47010 0.286
H 1.58602 2.99179 0.88713 0.286
H 0.60963 -2.29279 0.83814 0.396
H 2.42545 -0.65536 1.10318 0.548
H 0.91445 -2.20931 -0.78394 0.405
H -2.18388 1.05620 -1.15836 0.515

=====

Entry 5:
8
Properties=species:S:1:pos:R:3:nbo_charge:R:1 method="wB97M-V/def2-TZVPD" gap_ev=9.73 relative_energy_kcal_mol=1.5 largest_force_ev_per_a=2.51 smiles="O=C=NCl.O=C=NCl"
O 1.40053 2.44949 -0.79852 -0.486
C 0.43911 1.85256 -0.46783 0.850
N -0.46559 1.20934 -0.02328 -0.602
Cl -1.96801 0.51827 -0.55743 0.238
O -1.00261 -2.26182 -0.76179 -0.494
C -0.31853 -1.83837 0.07870 0.848
N 0.41058 -1.55556 0.99407 -0.598
Cl 1.50452 -0.37391 1.53608 0.244

=====

Entry 6:
79
Properties=species:S:1:pos:R:3:mulliken_spin:R:1 method="wB97M-V/def2-TZVPD" gap_ev="5.32 / 5.28" spin_multiplicity=2 relative_energy_kcal_mol=0.0 largest_force_ev_per_a=0.44 total_charge=+1 s_squared=0.7544
Au 1.01551 -0.68886 -1.50637 0.586
C 2.51370 -0.47160 3.24112 0.000
C 1.47798 0.13870 2.30142 0.001
C 0.11637 -0.50958 2.52148 0.000
C 1.39138 1.64709 2.51461 -0.001
O 1.82023 -0.10714 0.93741 0.002
Ge 3.48062 -0.26667 0.15126 -0.006
O 2.75411 -1.73723 -0.94843 0.124
C 2.92695 -3.16644 -0.76337 -0.005
C 4.37972 -3.38781 -0.35812 0.010
C 2.64281 -3.83483 -2.09781 -0.004
C 1.98326 -3.64869 0.32656 0.006
O 2.65553 0.74735 -1.31503 0.144
C 3.35850 1.18848 -2.50401 -0.019
C 4.57596 1.98232 -2.04510 0.017
C 2.40032 2.08790 -3.27099 -0.002
C 3.77946 0.00270 -3.36128 -0.006
H 2.20905 -0.35315 4.28167 0.000
H 3.48745 0.00741 3.12088 0.000
H 2.62482 -1.53861 3.03864 0.000
H -0.23100 -0.34581 3.54430 0.000
H 0.16923 -1.58391 2.33752 0.000
H -0.61764 -0.08495 1.83275 -0.001
H 1.15517 1.88857 3.55259 0.000
H 0.60933 2.07109 1.87863 0.000
H 2.33901 2.12429 2.25895 0.000
H 5.05714 -2.96958 -1.10389 0.001
H 4.57749 -4.45654 -0.27448 0.001
H 4.60045 -2.93018 0.60818 -0.001
H 3.33290 -3.47097 -2.86036 0.000
H 1.62195 -3.63414 -2.42214 0.001
H 2.76488 -4.91490 -2.01024 0.000
H 2.17989 -3.12286 1.26267 -0.001
H 2.11823 -4.71713 0.50061 0.000
H 0.94194 -3.48255 0.05150 -0.003
H 4.27854 2.77152 -1.35333 0.001
H 5.06649 2.44208 -2.90369 0.000
H 5.30271 1.33998 -1.54669 -0.001
H 2.14028 2.96574 -2.67594 0.000
H 1.48888 1.54253 -3.53002 -0.001
H 2.85491 2.43253 -4.19981 0.000
H 4.44566 -0.66226 -2.81183 0.001
H 4.29887 0.35406 -4.25350 0.000
H 2.91212 -0.58054 -3.68056 0.001
C -2.90122 1.43150 4.65615 0.000
C -3.67490 1.39115 3.36893 0.000
C -3.68276 0.25736 2.56583 0.000
C -4.39935 0.21160 1.37738 0.000
C -5.10279 1.33147 0.96397 0.000
N -5.83070 1.37867 -0.27017 0.000
C -5.63421 0.68999 -1.41008 0.001
O -6.41072 0.45633 -2.28528 0.000
N -4.24145 0.21725 -1.60788 -0.002
C -3.14602 0.89064 -1.48253 0.002
C -3.02433 2.28528 -1.10972 -0.004
C -1.78190 2.78757 -1.01615 0.004
C -0.56870 1.98440 -1.28150 -0.003
N -0.61975 0.76325 -1.63432 0.073
C -1.89399 0.07423 -1.69010 -0.004
C -5.12794 2.47077 1.76086 0.000
C -4.42548 2.49095 2.95208 0.000
H -2.44572 0.46673 4.87201 0.000
H -3.55112 1.69369 5.49135 0.000
H -2.10791 2.17957 4.61215 0.000
H -3.13512 -0.62445 2.87399 0.000
H -4.41441 -0.71250 0.81836 0.000
H -6.73524 1.82992 -0.24423 0.000
H -4.16509 -0.76623 -1.91626 0.000
H -3.90002 2.88396 -0.90750 0.000
H -1.63596 3.82100 -0.73010 0.001
H 0.41273 2.43673 -1.18004 0.002
H -1.95459 -0.40431 -2.67710 -0.001
H -5.69276 3.34094 1.44768 0.000
H -4.45689 3.38229 3.56641 0.000
O -1.90326 -0.85234 -0.64088 0.012
Se -1.75520 -2.54329 -1.30429 0.011
O -3.08380 -2.57035 -2.21814 0.008
O -0.38166 -2.31165 -2.19382 0.054
O -1.62888 -3.42945 0.00721 0.000